P | The following is a quantum chemistry calculation of 9 unconnected molecules or ions with the total composition H16NO11, from the Open Molecules 2025 dataset.

Summary:
* orbital gap: 0.3436 Ha
* LUMO energy: 0.0902 Eh
* total charge: -1

Cartesian coordinates (Å):
H -1.191 -0.453 -2.347
O -0.515 -0.826 1.020
O -1.684 -3.211 1.442
N 0.667 -0.578 0.788
O 1.783 3.226 0.737
O 1.061 -1.069 -0.301
H 2.598 0.384 -2.498
H -0.221 0.679 4.280
H -0.326 2.147 -0.667
O 1.018 0.614 0.967
H 1.307 2.372 0.911
O 2.743 1.032 -1.801
H 0.647 1.502 -1.564
H 0.034 -2.780 -2.730
H -1.012 -0.775 -0.928
O -0.192 1.982 -1.633
O -1.514 -1.055 -1.686
H -2.075 0.319 0.950
H 1.017 3.776 0.509
H -1.376 -4.001 0.975
H -0.193 0.699 2.697
O 0.985 -2.743 -2.660
H 2.950 0.451 -1.081
O -0.515 1.139 3.492
H 1.192 -2.235 -1.896
O -2.548 1.129 1.045
H -1.161 -2.532 1.052
H -3.479 0.809 0.925

Atom charges from the natural (NBO) analysis, given in e for atoms 1 to 8: H 0.471; O -0.549; O -0.959; N 0.707; O -0.951; O -0.552; H 0.463; H 0.456

=====

Q | The following is a quantum chemistry calculation of 9 unconnected molecules or ions with the total composition H16NO11, from the Open Molecules 2025 dataset.

Summary:
* orbital gap: 0.3561 Ha
* LUMO energy: 0.1003 Eh
* total charge: -1

Cartesian coordinates (Å):
O -3.279 -2.149 0.212
N -0.210 -0.201 -0.410
H 3.094 0.914 -0.502
H 0.269 1.809 -3.769
O 2.147 2.827 -0.607
H -0.565 4.307 1.048
O 0.132 -3.089 3.178
O 0.159 0.921 -0.210
H -0.439 -2.641 3.848
H -0.293 -3.063 2.420
O -0.207 -0.550 -1.678
O -0.817 -0.940 0.446
O -1.057 3.784 0.499
O -0.495 -3.414 -1.517
H 2.009 2.918 -1.644
H -0.356 -2.450 -1.169
H 1.482 2.281 -0.307
H -0.416 3.194 0.167
H -0.933 -0.284 2.457
H -2.291 -1.895 0.459
H 3.589 0.076 0.716
O -0.575 0.481 2.844
O 3.374 0.065 -0.284
O -0.498 1.124 -3.941
H -3.503 -1.738 -0.662
H -0.286 0.669 -3.164
H 0.136 0.774 2.413
H -0.169 -3.731 -0.844

Atom charges from the natural (NBO) analysis, given in e for atoms 1 to 8: O -0.999; N 0.733; H 0.478; H 0.435; O -0.963; H 0.451; O -0.930; O -0.506

=====

R | The following is a quantum chemistry calculation of 9 unconnected molecules or ions with the total composition H16NO11, from the Open Molecules 2025 dataset.

Summary:
* orbital gap: 0.3705 Ha
* LUMO energy: 0.1107 Eh
* total charge: -1

Cartesian coordinates (Å):
H -1.504 -0.956 2.108
N 0.714 0.476 1.020
H -1.153 0.226 -3.010
O 1.044 -2.958 2.448
H 0.867 -1.986 2.415
O -0.761 0.984 -2.598
H -2.822 2.339 -0.521
O 0.232 -0.449 1.688
O 1.969 0.500 0.695
H -0.658 2.913 -1.916
O -2.701 1.698 0.135
O -0.880 3.783 -1.571
O -0.013 1.196 0.313
H -0.724 -1.470 -1.270
O -1.407 -1.351 -0.640
O -2.372 -1.298 2.339
H 0.005 0.591 -2.229
H 2.950 -2.813 0.605
H 1.950 -3.079 2.789
O 2.593 -2.162 -0.009
H 2.296 -1.461 0.554
H 1.824 0.038 -2.449
H -2.347 -1.539 3.313
H -1.006 -0.737 -0.074
O 2.004 0.962 -2.265
H -1.749 1.696 0.267
H -0.342 3.812 -0.792
H 1.995 1.046 -1.345

Atom charges from the natural (NBO) analysis, given in e for atoms 1 to 8: H 0.487; N 0.719; H 0.466; O -0.966; H 0.498; O -0.941; H 0.460; O -0.541

=====

Most stable of them? R.

=====

P | The following is a quantum chemistry calculation of a molecular structure, C4H4O2, from the Open Molecules 2025 dataset.

Summary:
* orbital gap: 0.3832 Ha
* LUMO energy: 0.0218 Eh

Cartesian coordinates (Å):
C -2.898 -0.099 -0.030
C 0.409 0.693 0.033
H 1.152 -0.075 0.078
H 0.249 1.272 -0.850
H -1.693 -2.092 -0.128
O -2.023 0.964 -0.047
H 0.520 1.147 1.049
C -0.928 0.019 -0.010
O -4.093 0.019 0.043
C -1.717 -1.069 -0.057

Atom charges from the natural (NBO) analysis, given in e for atoms 1 to 8: C 0.793; C -0.682; H 0.237; H 0.260; H 0.230; O -0.549; H 0.257; C 0.404

=====

Q | The following is a quantum chemistry calculation of C4H4O2 in the gas phase, from the Open Molecules 2025 dataset.

Summary:
* orbital gap: 0.3735 Ha
* LUMO energy: 0.0084 Eh
* SMILES: CC(=O)C=C=O

Cartesian coordinates (Å):
H -0.476 -0.769 1.436
H 0.618 0.137 -1.467
H -0.733 -0.428 -0.188
C 1.372 -0.232 0.455
H -0.159 1.179 -0.387
O 2.530 -0.149 0.057
C 0.708 -0.890 3.055
C 0.678 -0.596 1.768
C 0.209 0.167 -0.508
O 0.697 -1.064 4.196

Atom charges from the natural (NBO) analysis, given in e for atoms 1 to 8: H 0.270; H 0.237; H 0.205; C 0.593; H 0.238; O -0.526; C 0.780; C -0.686

=====

Most stable of them? P.

=====

P | The following is a quantum chemistry calculation of C4H4O2 in the gas phase, from the Open Molecules 2025 dataset.

Summary:
* orbital gap: 0.3955 Ha
* LUMO energy: 0.0319 Eh
* SMILES: C#C[C@@H]1O[C@H]1O

Cartesian coordinates (Å):
H 2.467 -0.042 -0.744
O 2.200 0.507 -0.013
C 0.960 0.170 0.405
H 0.921 0.798 1.298
O 0.656 -1.237 0.446
C -1.373 -0.013 -0.142
H 0.209 -0.654 -1.510
C -0.072 -0.356 -0.510
C -2.497 0.151 0.230
H -3.471 0.676 0.540

Atom charges from the natural (NBO) analysis, given in e for atoms 1 to 8: H 0.473; O -0.685; C 0.354; H 0.195; O -0.485; C -0.065; H 0.223; C -0.078

=====

Q | The following is a quantum chemistry calculation of C4H4O2 in the gas phase, from the Open Molecules 2025 dataset.

Summary:
* orbital gap: 0.3006 Ha
* LUMO energy: -0.0080 Eh
* SMILES: CC1=C(C=O)O1

Cartesian coordinates (Å):
H -0.038 0.337 -2.156
C -0.427 -0.138 -0.206
O -1.199 -0.267 0.878
O 2.291 0.926 1.513
H 0.887 0.236 3.007
C -0.748 -0.327 -1.638
C 0.259 0.245 0.847
C 1.192 0.575 1.862
H -1.774 -0.195 -2.105
H -0.444 -1.393 -2.001

Atom charges from the natural (NBO) analysis, given in e for atoms 1 to 8: H 0.255; C 0.455; O -0.501; O -0.528; H 0.137; C -0.722; C 0.032; C 0.336

=====

Most stable of them? P.